46
Properties=species:S:1:pos:R:3:forces:R:3 method="wB97M-V/def2-TZVPD" largest_force_ev_per_a=3.02 lumo_ev=2.69 total_charge=-1 orbital_gap_ev=7.77 homo_ev=-5.08 energy_ev=-56406.881
H 13.153 8.396 -3.367 -0.3 -0.3 0.1
O 9.653 2.649 -7.168 0.3 0.6 1.0
H 10.947 1.234 -3.023 -0.1 0.0 0.3
C 6.369 1.178 -4.116 -1.0 -1.1 -1.0
C 13.873 7.638 -3.694 -1.1 0.8 0.1
O 7.491 1.740 -3.453 0.6 -1.0 0.6
C 5.538 0.240 -3.238 -0.1 0.5 0.2
H 6.671 0.584 -4.983 0.5 0.1 0.2
H 13.366 8.566 -5.625 -0.4 -0.3 0.1
H 3.908 0.647 -8.447 -0.1 -0.3 0.4
H 5.765 1.960 -4.577 0.3 0.5 0.6
C 10.018 1.657 -3.392 -0.4 0.1 -0.6
O 8.530 0.677 -1.457 -0.3 -0.6 -0.1
H 15.019 8.146 -5.398 -0.1 0.1 -0.1
O 13.900 6.541 -5.884 -0.7 -0.3 -0.9
H 7.964 1.010 -8.983 0.3 -1.2 0.6
C 5.838 1.113 -9.318 -0.2 -0.9 0.3
S 8.622 0.678 -2.887 0.9 1.8 -1.7
H 4.511 0.122 -3.587 0.2 -0.1 -0.5
O 9.379 4.015 -5.484 0.7 -0.2 -0.3
O 5.223 -1.097 -6.508 -1.1 -0.2 -0.5
H 13.486 6.655 -3.433 0.2 0.0 0.2
C 4.858 0.156 -8.646 -0.2 -0.4 -0.1
H 5.404 0.651 -2.235 0.4 -0.2 0.1
O 13.479 5.259 -7.950 0.3 0.7 0.3
H 6.037 0.768 -10.332 0.3 0.1 0.1
H 9.840 2.700 -3.144 0.2 -0.1 0.4
H 10.016 1.634 -4.483 0.0 -0.2 0.0
H 4.668 -0.732 -9.251 -0.2 0.1 -0.1
C 11.658 6.995 -7.182 0.4 0.2 -0.3
S 13.393 6.588 -7.438 -0.1 0.6 0.3
C 14.002 7.793 -5.195 1.8 0.5 -0.4
C 5.564 -0.384 -7.406 1.1 0.5 0.9
O 8.662 -0.512 -3.707 -0.7 0.3 1.1
O 6.844 0.082 -7.359 -0.2 -0.3 -1.1
H 7.163 2.020 -7.905 0.1 -0.2 0.4
H 6.049 -0.722 -3.249 -0.3 -0.1 0.4
O 11.388 3.669 -6.323 -1.3 0.0 0.4
H 11.197 7.151 -8.156 0.1 -0.3 -0.1
H 11.198 6.165 -6.646 0.1 -0.1 0.0
H 14.757 7.939 -3.136 0.3 -0.6 -0.2
O 14.078 7.694 -8.099 -0.7 -1.0 0.7
H 11.571 7.950 -6.666 0.1 -0.1 0.2
N 10.144 3.444 -6.305 0.1 -0.2 -1.1
H 5.416 2.112 -9.396 0.2 0.1 0.1
C 7.063 1.036 -8.371 0.0 2.8 -1.1

---

15
Properties=species:S:1:pos:R:3:forces:R:3 method="wB97M-V/def2-TZVPD" largest_force_ev_per_a=3.21 lumo_ev="-6.19 / -6.19" total_charge=+1 orbital_gap_ev="7.59 / 7.60" homo_ev="-13.78 / -13.78" energy_ev=-16252.283
I 2.847 0.052 -0.018 -1.4 -0.2 0.4
H -0.354 -2.775 -0.527 -0.2 0.3 -0.2
N 0.923 -0.309 0.893 0.1 -0.2 1.0
H -0.241 0.018 -1.520 0.3 0.5 -0.6
H 1.021 -2.036 -1.200 -1.4 0.7 1.6
H 0.345 2.276 -0.735 0.8 -1.0 -0.1
H -1.094 0.426 1.279 1.3 -1.0 -1.0
C -0.309 0.377 0.435 -1.0 3.0 0.6
N 0.201 -1.913 -0.499 -0.2 0.2 0.0
N 0.613 -1.664 0.858 0.1 -0.2 -2.1
C 0.000 1.931 0.246 2.1 0.2 0.6
H -0.208 -1.950 1.434 0.8 0.8 -0.1
H -0.730 2.699 0.316 -1.8 -0.3 0.9
H 0.755 2.209 1.069 -0.9 -0.6 -1.4
N -0.866 -0.169 -0.751 1.3 -2.3 0.4

---

65
Properties=species:S:1:pos:R:3:forces:R:3 method="wB97M-V/def2-TZVPD" largest_force_ev_per_a=2.78 lumo_ev=4.14 total_charge=-2 orbital_gap_ev=2.12 homo_ev=2.02 energy_ev=-91115.727
H 1.056 2.897 0.479 -0.1 -0.4 -0.1
O 3.968 0.565 -8.648 -0.6 0.1 -0.4
H 6.397 2.825 -8.343 0.1 0.1 0.2
H -3.191 -0.057 0.954 0.3 0.0 -0.3
H 2.199 -3.359 -5.685 -0.1 -0.1 -0.2
H -0.826 1.932 -2.148 0.0 -0.1 0.1
H 4.642 0.011 -1.700 -0.3 0.0 -0.3
H 5.332 0.403 -3.860 0.0 0.3 0.0
C -1.368 -0.233 -1.866 0.5 0.0 0.5
C 5.401 1.161 -6.732 1.7 -1.4 0.7
C 4.594 -1.140 -6.119 -0.1 0.2 0.1
H -0.607 1.750 2.250 0.1 -0.2 -0.3
C 1.992 -0.210 1.435 -0.6 0.7 0.1
C 6.274 3.182 -7.315 -0.2 0.2 0.0
H 0.847 -2.769 1.322 -0.3 0.0 -0.3
H 7.201 3.002 -6.760 -0.2 0.1 -0.2
H 2.725 -0.996 1.610 -0.2 0.1 -0.2
C -1.316 1.165 -1.559 -0.4 -0.2 1.0
C 3.575 0.790 -4.945 -0.4 0.3 -0.1
O 2.587 -0.135 -2.027 0.7 -0.2 -1.3
C 4.227 -3.569 -3.201 -0.2 0.2 0.0
H 4.669 -4.534 -3.513 0.1 -0.3 0.1
C 2.386 -2.712 -4.801 0.0 0.1 0.2
H 2.266 0.214 -9.805 0.2 0.2 0.0
H 2.489 0.580 -4.987 0.6 0.1 0.2
C 4.202 0.331 -6.284 0.2 1.2 -0.6
H 1.706 -3.101 -4.015 0.1 0.4 -0.3
H 3.160 1.246 0.142 -0.4 -0.3 -0.1
H 3.773 0.715 -10.647 0.0 0.0 0.0
H 3.870 -1.789 -6.621 0.1 0.1 0.2
C 0.232 -3.116 0.478 -0.1 -0.8 0.2
H -2.444 -1.927 -0.860 0.1 0.3 0.0
H 5.659 -1.672 -4.320 -0.3 0.1 0.1
H 2.801 1.918 -9.738 0.1 -0.3 0.1
C 3.306 0.619 -7.474 -2.2 -0.2 1.2
C -2.169 -0.870 -0.873 0.0 0.4 0.4
C 0.878 -2.690 -0.813 0.4 0.4 -1.8
C -2.048 1.372 -0.357 0.0 -0.8 -0.8
H 0.091 -4.210 0.567 0.1 0.3 -0.2
H -0.750 -2.624 0.540 0.4 0.1 0.0
O 6.462 0.687 -7.117 -1.1 0.9 0.4
C 3.865 0.322 -2.427 -1.0 0.0 -0.1
H 5.579 -1.270 -6.579 -0.3 -0.3 0.1
H -2.194 2.325 0.140 0.1 -0.1 0.0
C 4.608 -1.456 -4.589 -0.3 -0.8 0.8
C -2.573 0.110 0.066 0.2 0.2 -0.7
H 2.052 -1.701 -5.114 -0.2 -0.3 0.3
H 3.354 -3.838 -2.583 0.3 0.0 0.3
C 0.282 1.290 1.825 0.8 -0.1 0.1
H 5.990 4.230 -7.300 0.1 0.1 0.0
H 3.821 1.437 -2.438 0.2 -0.3 0.3
Ga 1.325 -0.585 -0.874 -0.2 -0.5 0.4
C 3.804 -2.675 -4.314 0.6 0.3 -0.6
H 3.725 1.870 -4.786 -0.3 -0.2 -0.2
C 1.143 1.889 0.883 0.3 -0.7 0.4
O 1.114 -3.388 -1.799 -0.8 1.0 2.5
H 0.395 -0.631 2.952 0.0 0.0 -0.4
C 2.212 0.975 0.609 -0.6 0.2 0.6
C 4.301 -0.006 -3.870 1.0 -0.1 -0.8
C 3.142 0.874 -9.774 0.0 0.0 -0.1
H 4.998 -3.070 -2.582 -0.2 -0.2 0.1
O 2.112 0.872 -7.382 1.5 -0.3 -0.7
C 0.796 0.019 2.177 0.5 0.4 -0.2
O 5.183 2.487 -6.703 0.5 0.0 -0.4
H -0.973 -0.701 -2.761 -0.1 0.0 0.0

---

74
Properties=species:S:1:pos:R:3:forces:R:3 method="wB97M-V/def2-TZVPD" largest_force_ev_per_a=4.92 lumo_ev="-5.19 / -5.18" total_charge=+1 orbital_gap_ev="4.40 / 4.53" homo_ev="-9.59 / -9.70" energy_ev=-86958.479
O -1.275 0.788 -6.709 -0.6 0.1 0.2
H 1.645 3.694 -3.773 0.0 0.0 0.0
H 3.291 3.272 3.791 -0.6 -0.1 -0.1
Lu -1.373 0.573 -1.945 1.4 3.7 -0.7
C 2.213 1.903 2.523 -0.3 -0.2 0.1
O -1.551 2.396 0.535 -0.7 -0.2 0.3
C 0.171 3.106 -0.877 -2.3 -1.5 1.5
H -1.123 1.232 2.729 0.4 0.4 0.0
H -1.817 -4.895 3.726 0.1 0.2 -0.2
C -2.137 -3.701 -2.548 0.2 -0.4 0.1
C -2.211 1.304 -5.756 0.6 -0.1 -0.1
H -3.912 -2.356 0.848 0.2 0.1 0.0
N -0.871 2.247 -0.576 1.5 1.4 -0.4
Sb 0.829 -0.302 0.762 0.4 0.1 0.3
H 0.937 -3.416 0.740 -0.1 0.0 0.2
C 2.306 2.850 3.548 0.0 0.1 -0.1
H 3.110 1.589 1.985 -0.2 0.1 0.2
C 5.494 -1.395 1.991 -0.3 0.0 0.1
C 2.859 -0.917 1.188 -0.3 0.1 -0.4
H -3.905 -3.539 -0.465 0.0 0.0 0.0
C -1.175 -1.690 2.768 -0.4 0.4 0.6
H 1.328 4.758 -0.358 0.0 0.2 0.2
N -2.398 -0.617 -0.432 -1.1 -3.0 1.6
H 1.234 3.958 5.071 0.0 -0.1 -0.2
H -1.996 -4.453 -1.770 0.0 0.2 0.0
H -3.107 -3.884 -3.016 0.0 0.0 0.0
H -3.232 2.435 -1.334 -0.1 0.0 0.2
N 0.422 1.559 -2.611 1.0 2.1 0.5
C 0.843 2.760 -2.055 -0.2 -2.4 -1.5
H -2.581 -3.503 0.675 0.2 0.1 0.0
H -0.986 2.908 4.507 0.4 0.0 -0.1
C 0.975 1.308 2.233 0.2 -0.5 -0.3
H -1.364 -3.809 -3.303 -0.1 -0.2 -0.1
O 0.895 1.154 -3.757 -0.5 -0.4 0.2
H -3.923 1.044 -1.326 -0.4 0.3 0.1
C -0.080 2.646 3.955 0.6 0.2 0.0
H 6.037 -0.912 -0.046 -0.3 0.0 0.3
H 3.692 -0.450 -0.760 0.1 -0.2 0.2
C 0.489 4.203 0.060 0.5 0.5 -0.3
H -0.372 -1.003 -4.362 0.7 1.0 0.1
H 0.778 3.839 1.049 -0.2 -0.1 -0.1
C -0.155 1.698 2.935 -0.4 0.0 0.4
H -0.072 -5.321 1.969 -0.3 0.5 0.1
H 2.811 2.816 -2.813 0.0 0.0 0.0
H -0.352 4.888 0.185 0.0 -0.1 0.0
C -2.055 -2.316 -2.040 1.9 1.2 -4.4
O -3.416 1.651 -1.883 0.2 -0.2 -0.1
H 6.521 -1.590 2.311 -0.3 0.1 -0.2
C 1.164 3.230 4.265 -0.4 -0.4 -0.3
C -0.183 -1.915 1.832 0.6 0.1 -0.6
C 3.131 -1.272 2.508 0.4 -0.1 0.3
C -1.380 -4.067 3.169 -0.1 0.6 0.1
O -1.042 -1.657 -4.155 -1.8 -1.5 2.4
N -1.506 -1.362 -2.822 -0.4 -3.5 -0.4
C 3.900 -0.776 0.261 0.0 -0.1 0.4
H -1.601 1.958 -5.128 -0.2 0.1 0.1
C 1.933 3.462 -2.745 0.3 0.6 0.0
H -1.734 0.483 -7.499 0.0 0.0 0.1
H 2.197 4.385 -2.229 0.1 -0.1 -0.1
H -2.546 -2.535 4.199 0.3 -0.1 -0.2
H -2.495 0.721 0.966 0.3 0.3 -0.7
C 5.218 -1.022 0.673 0.0 0.0 -0.1
C -0.407 -4.298 2.192 0.1 -0.2 -0.2
C -3.279 -2.866 0.126 -0.5 -0.4 -0.1
H 4.635 -1.782 3.956 0.1 0.1 -0.3
H -3.053 1.880 -6.172 0.4 -0.2 -0.1
C 4.447 -1.514 2.916 -0.2 0.1 -0.3
C -1.780 -2.745 3.449 0.2 -0.6 -0.2
O -2.901 -0.175 0.804 0.2 -1.1 -1.3
C 0.181 -3.232 1.505 -0.3 0.2 0.3
H -1.473 -0.663 3.013 0.1 -0.6 0.0
H -2.617 0.492 -5.138 -0.1 0.0 0.0
H 2.333 -1.327 3.255 0.2 0.0 -0.3
C -2.582 -1.912 -0.766 -0.4 3.6 3.1

---

52
Properties=species:S:1:pos:R:3:forces:R:3 method="wB97M-V/def2-TZVPD" largest_force_ev_per_a=5.27 spin_multiplicity=6 lumo_ev="4.92 / 4.68" total_charge=-2 orbital_gap_ev="1.68 / 6.10" homo_ev="3.24 / -1.42" energy_ev=-33705.715
H 0.036 3.247 -0.392 0.0 -0.6 -0.2
C -3.840 1.691 3.688 0.0 0.0 0.2
H 4.727 1.733 -1.523 0.0 -0.5 0.0
H -5.305 0.719 0.062 0.1 0.1 0.1
C 4.629 0.853 -0.858 0.0 0.3 0.3
H 1.879 -2.821 -1.286 -0.2 0.2 0.2
H 4.295 -0.752 -3.544 0.3 -0.4 -2.1
C -1.044 -2.048 0.197 -1.0 -1.3 -0.4
H -4.605 -1.759 1.726 0.1 0.1 0.1
H -0.358 -1.400 2.239 0.2 -0.2 -0.7
O 2.006 0.610 0.305 3.0 -0.3 -0.6
H 3.168 0.488 -3.023 0.3 -0.1 0.2
C 4.638 -1.662 -0.660 0.1 0.6 -0.6
H 3.923 -2.476 -0.832 0.0 0.5 -0.4
C -4.500 -1.121 2.614 -0.1 -0.1 0.1
H -2.306 2.108 -1.195 0.2 0.3 -0.2
C 3.615 -0.483 -2.786 0.6 -0.3 0.8
C 1.200 -2.069 0.743 0.6 -1.6 0.7
H -6.167 1.485 1.414 0.2 -0.1 0.0
H 0.709 -0.021 -3.216 -0.1 0.4 0.2
H 1.769 2.190 -2.130 -0.3 -0.3 0.7
C -2.286 0.540 1.325 0.9 1.0 -2.5
C 4.676 -0.461 -1.640 -4.6 1.0 2.4
H -4.845 2.346 0.597 0.0 -0.2 0.1
H 5.497 0.896 -0.164 -0.4 0.0 -0.3
C 3.332 1.238 0.117 -2.8 -0.6 1.0
C -0.092 2.314 -0.959 0.0 1.6 -0.6
C -1.550 0.817 0.290 -1.2 -1.6 3.8
H 3.669 1.277 1.164 0.8 -0.1 -0.3
H -3.148 1.265 4.426 -0.1 0.1 -0.1
C 0.290 0.540 -2.379 -0.1 -0.2 -0.8
C -1.389 1.546 -0.956 -0.3 0.4 -0.8
C -5.180 1.359 0.946 0.0 0.0 -0.1
H 2.789 -1.228 -2.786 0.7 0.3 0.6
H -1.780 -0.322 -2.270 0.2 0.5 0.1
C -1.037 0.378 -1.875 0.0 -0.1 -0.8
H -0.757 -2.819 -1.913 0.1 0.1 0.3
H -2.139 -1.955 0.279 0.9 0.1 -0.1
C 1.078 -2.504 -0.625 -0.5 -0.4 0.2
H 2.145 -1.978 1.291 -0.6 0.2 -0.4
H -5.477 -1.089 3.119 0.2 0.1 -0.1
C -0.328 -2.500 -0.965 0.2 -1.5 0.4
H 5.607 -2.007 -0.895 1.5 -1.4 0.4
H 4.596 -1.422 0.416 0.0 0.3 -0.6
C 0.816 1.759 -1.798 -0.4 0.7 -0.7
Si -3.939 0.614 2.160 0.2 0.0 -0.1
H -4.828 1.789 4.160 0.2 -0.1 -0.1
H -3.483 2.699 3.434 0.0 -0.2 0.0
C -0.101 -1.776 1.238 0.7 -0.4 1.1
H -3.787 -1.606 3.295 -0.1 0.1 -0.1
Ru 0.186 -0.485 -0.476 -0.4 3.1 0.1
H 2.993 2.265 -0.099 0.9 0.2 -0.5

---

68
Properties=species:S:1:pos:R:3:forces:R:3 method="wB97M-V/def2-TZVPD" largest_force_ev_per_a=1.08 lumo_ev=-1.33 total_charge=0 orbital_gap_ev=3.88 homo_ev=-5.21 energy_ev=-55179.680
H 3.087 -4.577 3.438 0.0 0.0 -0.1
H 0.502 -2.022 2.037 0.0 0.0 0.1
N -1.114 -0.667 -5.124 -0.3 0.0 0.0
H -1.789 2.244 2.979 0.1 0.0 0.2
C -2.842 0.190 -4.045 0.6 -0.2 -0.2
H -4.838 0.605 -3.651 -0.1 -0.1 0.0
H 0.564 -0.313 2.505 0.0 0.0 0.1
C 0.972 -1.060 1.820 -0.1 0.0 -0.5
C 3.928 -1.962 6.334 -0.2 -0.3 0.1
H -0.839 -0.034 -1.779 -0.2 -0.1 -0.1
H -1.159 2.010 -1.273 0.0 0.0 -0.1
N -3.144 -1.061 -4.581 0.3 0.5 0.1
H 0.680 -3.085 4.302 0.0 0.0 0.0
H -1.894 4.180 -2.530 0.0 0.1 -0.1
C -0.600 1.532 -4.078 0.8 -0.5 0.4
Si 3.070 -2.406 4.708 0.4 0.8 -0.3
H 0.863 -0.228 -1.433 0.0 0.0 0.1
N 3.401 -1.213 3.579 -0.4 -0.5 -0.2
H -3.294 1.643 2.289 -0.1 0.0 0.0
C -2.224 1.461 2.366 -0.1 0.2 -0.3
H 4.628 0.423 1.202 0.0 0.0 0.0
C 1.223 -2.597 5.116 0.0 -0.3 0.2
C -1.588 1.517 0.996 0.3 0.4 0.6
C 0.511 1.074 -3.082 -0.6 0.2 0.2
C 3.536 0.427 1.189 -0.3 -0.1 -0.4
H -4.441 3.706 -1.584 -0.2 0.0 0.0
H -0.188 -0.771 -5.515 0.1 0.0 0.0
C 0.140 -0.133 -2.240 0.8 0.0 0.1
H -2.096 0.820 0.321 0.1 -0.1 -0.2
Si 2.871 -1.152 2.005 0.6 0.2 0.9
C -3.827 2.450 -3.213 -0.4 -0.3 0.7
H 1.075 -3.207 6.016 0.0 0.0 0.0
H 3.281 -2.389 -0.154 0.0 0.0 0.0
C -1.276 3.004 -0.829 0.0 0.1 0.3
C -3.874 0.908 -3.239 0.0 -0.1 -0.4
C -1.534 0.425 -4.385 -0.8 0.3 0.0
C -2.094 -1.552 -5.227 -0.1 -0.1 0.1
H -0.527 1.271 1.083 0.0 -0.3 -0.2
H 5.007 -1.892 6.182 0.0 0.0 0.0
H -4.807 2.780 -3.544 0.0 0.1 -0.2
H -3.668 2.255 -1.031 -0.1 -0.2 0.0
H 3.209 0.519 0.143 0.1 0.1 0.0
H 0.679 -0.779 0.796 0.0 0.0 0.1
C 3.699 -4.132 4.227 -0.2 -0.2 0.3
H -2.044 -2.501 -5.725 0.0 -0.1 -0.1
H -3.849 0.490 -2.233 0.0 0.1 0.2
H 4.729 -4.072 3.872 0.0 0.0 0.0
H -2.525 4.677 -0.965 0.1 0.2 -0.1
C 3.450 -2.596 0.913 -0.3 0.1 -0.4
H 0.694 1.905 -2.409 0.3 0.1 -0.1
H 2.915 -3.518 1.152 0.0 0.0 0.1
Cl 2.033 0.768 -3.961 0.0 -0.2 -0.1
H 3.569 -0.997 6.699 0.0 0.0 0.0
H -0.308 3.509 -0.834 0.2 0.0 -0.1
H -2.067 0.488 2.820 0.1 -0.1 0.1
H -1.096 2.375 -3.614 -0.3 0.0 -0.2
C -3.620 3.026 -1.795 0.4 0.7 -0.3
H 0.773 -1.619 5.296 0.0 0.0 0.0
H -4.042 -1.500 -4.460 0.0 -0.2 -0.1
H 3.741 -2.712 7.111 0.0 0.1 0.0
H -3.118 2.858 -3.926 0.1 0.0 -0.1
H 4.517 -2.768 1.055 0.0 0.0 0.1
C -2.312 3.815 -1.593 -0.1 -0.3 0.5
O -1.696 2.853 0.512 -0.5 -0.1 -0.4
H 0.238 -1.037 -2.837 -0.3 -0.2 0.1
H 3.188 1.307 1.734 0.0 0.0 0.0
H -0.109 1.851 -4.992 -0.1 0.3 -0.1
H 3.675 -4.817 5.083 0.0 0.0 0.0

---

69
Properties=species:S:1:pos:R:3:forces:R:3 method="wB97M-V/def2-TZVPD" largest_force_ev_per_a=1.96 spin_multiplicity=5 lumo_ev="0.36 / 0.36" total_charge=0 orbital_gap_ev="7.45 / 7.38" homo_ev="-7.09 / -7.02" energy_ev=-97690.045
H -5.301 -0.296 4.715 0.0 0.0 0.0
H 0.460 3.128 1.823 0.0 0.0 0.1
C 1.082 -4.028 0.342 -0.2 0.1 0.0
N 1.356 -0.092 1.413 -0.4 -0.3 0.0
O -2.904 -0.420 -1.740 0.1 0.1 0.1
C 0.095 -3.088 0.193 0.1 -0.1 -0.1
C 0.480 0.722 -3.084 -0.3 0.5 -1.5
H -0.829 -3.148 0.747 0.1 0.0 0.0
C 0.370 -0.434 -4.049 0.1 0.0 0.2
H -0.638 -0.839 -4.042 0.0 0.0 0.0
C -2.155 2.951 -1.562 0.0 0.0 0.0
S -2.229 -1.362 -0.899 0.0 0.0 -0.1
C 2.237 -3.948 -0.440 0.1 0.0 -0.2
C 3.647 -0.751 0.799 -0.3 0.2 0.2
C 1.240 2.375 1.725 0.0 0.0 -0.3
C 0.263 -2.038 -0.750 -0.4 -1.7 -0.1
H 5.226 1.029 -0.429 0.0 0.0 -0.1
H -3.716 3.986 -2.580 0.0 0.0 0.0
H 3.017 -4.694 -0.375 0.0 0.0 0.0
C -2.881 3.303 -2.677 0.1 0.0 0.0
C -1.070 2.055 -1.655 0.1 0.1 -0.1
C -4.212 -0.210 4.721 0.0 0.0 -0.1
H -3.830 -2.616 3.544 0.0 0.0 0.0
N 3.377 -0.021 -0.440 0.4 -0.1 -0.4
C -2.862 0.297 1.203 0.0 0.1 -0.1
H 0.813 -0.947 1.475 0.0 0.0 0.2
O 1.613 1.099 -2.672 -0.1 -0.2 -0.3
C -3.668 -0.486 3.345 0.0 -0.1 0.0
O -0.443 1.642 -0.584 -0.1 -0.2 -0.1
H 3.471 -1.808 0.617 0.0 -0.1 -0.1
O -2.469 -2.769 -1.107 0.0 0.0 0.1
C 2.707 -0.303 1.927 0.1 0.0 -0.3
H -3.828 -0.929 5.444 0.0 0.0 0.0
H -3.048 -3.077 1.226 0.0 0.0 0.0
C 0.644 1.002 2.068 0.0 0.1 0.0
H 0.643 0.895 3.162 0.0 0.0 0.0
C 3.672 2.355 0.246 -0.4 0.0 -0.1
H -3.959 0.796 5.054 0.0 0.0 0.0
H 3.901 2.201 1.299 0.1 0.0 0.0
C -3.319 0.553 2.487 0.0 0.0 0.0
H 3.219 -2.790 -1.949 0.1 0.1 0.1
H 2.056 2.651 2.393 0.0 0.0 0.0
C -2.558 2.785 -3.930 0.0 0.0 -0.1
H 2.731 -1.046 2.731 0.0 0.0 0.0
C 4.161 1.204 -0.630 -0.1 0.1 0.1
Fe 1.076 0.229 -0.967 0.2 1.4 1.4
H 1.088 -1.206 -3.791 0.0 0.0 0.0
C -3.552 -1.798 2.889 0.0 0.1 0.0
H -0.379 0.968 1.719 -0.1 0.0 0.0
C 2.348 -2.885 -1.305 0.1 -0.1 -0.1
N -0.641 -1.080 -1.029 -0.1 -0.1 0.1
C -0.714 1.580 -2.941 0.0 0.1 0.5
C -3.103 -2.064 1.606 0.1 -0.1 0.0
H -3.138 3.052 -4.803 0.0 0.0 0.0
H 4.040 1.496 -1.673 0.1 0.0 0.0
H 3.562 -0.626 -1.232 0.1 0.0 0.1
H 4.148 3.279 -0.078 0.1 0.0 0.1
H -2.604 1.097 0.520 0.0 0.0 0.0
H -3.414 1.578 2.827 0.0 0.0 0.0
H 4.690 -0.633 1.116 0.0 0.0 0.0
H -2.415 3.335 -0.582 0.0 0.0 0.0
S 1.863 2.548 0.020 0.6 0.4 0.3
H 0.607 -0.059 -5.048 0.0 0.0 0.0
C -1.486 1.923 -4.048 0.0 -0.1 -0.1
H 0.954 -4.839 1.049 0.0 0.0 0.0
H -1.228 1.528 -5.024 0.0 0.0 0.0
C -2.744 -1.014 0.774 0.1 -0.1 -0.2
N 1.418 -1.933 -1.454 -0.3 -0.1 0.5
H 3.058 0.636 2.352 0.0 0.0 0.0

---

6
Properties=species:S:1:pos:R:3:forces:R:3 method="wB97M-V/def2-TZVPD" largest_force_ev_per_a=2.16 lumo_ev=-2.41 total_charge=0 orbital_gap_ev=8.42 homo_ev=-10.83 smiles="N#CS[N+](=O)[O-]" energy_ev=-18942.747
S -0.476 0.875 0.802 0.7 -0.9 -1.4
O 1.213 -0.569 -0.981 0.3 0.3 0.1
N 1.337 0.007 0.035 -0.6 0.4 2.0
C -1.505 0.546 -0.544 1.3 0.5 1.1
O 2.231 0.132 0.844 -1.4 -0.1 -1.6
N -2.144 0.427 -1.493 -0.3 -0.2 -0.2